# 1
{"formula": "C39H57N9O6P", "method": "ωB97M-V/def2-TZVPD", "energy_ev": -76351.3914, "spin_multiplicity": 1, "homo_lumo_gap_ev": 7.526, "lumo_ev": 1.73, "total_charge": -1, "max_force_ev_per_a": 1.1, "species": ["C", "C", "O", "C", "P", "O", "C", "N", "O", "C", "C", "N", "C", "C", "C", "O", "C", "C", "O", "O", "H", "H", "H", "H", "H", "H", "H", "H", "H", "H", "H", "H", "H", "H", "H", "H", "H", "H", "H", "H", "H", "H", "N", "C", "C", "C", "C", "H", "H", "H", "H", "H", "N", "C", "C", "C", "C", "H", "H", "H", "H", "H", "N", "C", "C", "C", "C", "H", "H", "H", "H", "H", "N", "C", "C", "C", "C", "H", "H", "H", "H", "H", "N", "C", "C", "C", "C", "H", "H", "H", "H", "H", "N", "C", "C", "C", "C", "H", "H", "H", "H", "H", "N", "C", "C", "C", "C", "H", "H", "H", "H", "H"], "xyz": [[1.5885, -1.1988, 0.2672], [1.4713, -1.5585, -1.2179], [1.1063, -2.8834, -1.4817], [-0.2961, -3.1447, -1.3951], [-0.6972, -4.2239, 0.1206], [0.2705, -5.6136, -0.6607], [-0.2648, -6.2352, -1.6336], [-0.5876, -6.8172, -2.5855], [-2.1651, -4.8043, -0.5633], [-3.1521, -4.5175, 0.3828], [-2.9528, -3.0257, 0.6909], [-3.3220, -2.3313, -0.5608], [-3.7433, -2.5629, 1.9160], [-3.4232, -1.1520, 2.4182], [-3.9913, 0.0128, 1.6147], [-3.1766, 1.1973, 1.8423], [-2.7960, 1.7901, 0.6725], [-1.6795, 1.0758, -0.0662], [-3.3043, 2.7970, 0.2719], [-1.5842, -2.9295, 0.9463], [2.3592, -0.4278, 0.3773], [1.8988, -2.0550, 0.8618], [0.6704, -0.7929, 0.6907], [0.7962, -0.8434, -1.7136], [2.4551, -1.4154, -1.6760], [-0.6527, -3.5771, -2.3340], [-0.8164, -2.1932, -1.2689], [0.5577, -3.8350, 0.6875], [-0.8803, -5.0936, 1.2491], [-4.1508, -4.7851, 0.0189], [-3.0343, -5.1280, 1.2932], [-2.8109, -1.4607, -0.6391], [-4.3087, -2.0971, -0.5466], [-4.8195, -2.7319, 1.7924], [-3.4379, -3.2375, 2.7234], [-2.3492, -1.0180, 2.5397], [-3.8580, -1.0680, 3.4191], [-5.0039, 0.2732, 1.9281], [-4.0298, -0.1778, 0.5437], [-2.0715, 0.6163, -0.9745], [-1.2271, 0.3278, 0.5782], [-0.9588, 1.8301, -0.3798], [0.3604, 3.3379, -2.9237], [1.1252, 4.0338, -3.8191], [0.3938, 5.1090, -4.2476], [-0.8623, 5.0580, -3.5823], [-0.8517, 3.9539, -2.7720], [0.6439, 2.4981, -2.4529], [2.1195, 3.7074, -4.0731], [0.7227, 5.8487, -4.9586], [-1.6798, 5.7515, -3.6871], [-1.5985, 3.5543, -2.1053], [-7.3419, -4.6697, 2.3459], [-8.6598, -4.4480, 2.6363], [-8.8712, -4.8139, 3.9387], [-7.6285, -5.2731, 4.4537], [-6.7051, -5.1686, 3.4471], [-6.9069, -4.4946, 1.4583], [-9.3317, -4.0513, 1.8948], [-9.8100, -4.7595, 4.4639], [-7.4376, -5.6356, 5.4510], [-5.6546, -5.4054, 3.4184], [5.1657, 4.5417, -4.9679], [4.9872, 5.2312, -3.8022], [4.6345, 6.5155, -4.1257], [4.6000, 6.6008, -5.5456], [4.9314, 5.3651, -6.0346], [5.4301, 3.5757, -5.0318], [5.1228, 4.7520, -2.8477], [4.4210, 7.3053, -3.4236], [4.3573, 7.4677, -6.1370], [5.0177, 5.0033, -7.0445], [7.8173, 7.4893, -3.5854], [8.2860, 7.0999, -2.3628], [9.6052, 7.4643, -2.2792], [9.9439, 8.1017, -3.5023], [8.8180, 8.1016, -4.2858], [6.8767, 7.3427, -3.9171], [7.6439, 6.5990, -1.6583], [10.2535, 7.2962, -1.4355], [10.9017, 8.5137, -3.7742], [8.6455, 8.4825, -5.2781], [-3.2386, -8.0720, 0.1018], [-3.8548, -8.2155, -1.1052], [-4.7488, -9.2507, -0.9984], [-4.6636, -9.7482, 0.3315], [-3.7202, -8.9970, 0.9845], [-2.5301, -7.3845, 0.3034], [-3.6005, -7.5718, -1.9307], [-5.3895, -9.6119, -1.7858], [-5.2269, -10.5622, 0.7579], [-3.3536, -9.0423, 1.9960], [9.7149, 11.9315, -1.9557], [9.3725, 10.9087, -1.1168], [9.9395, 11.1610, 0.1038], [10.6502, 12.3886, -0.0045], [10.4919, 12.8393, -1.2878], [9.4389, 12.0010, -2.9173], [8.7615, 10.0917, -1.4615], [9.8554, 10.5360, 0.9770], [11.2131, 12.8819, 0.7704], [10.8633, 13.7219, -1.7796], [-5.4627, -7.3071, 7.1269], [-5.5855, -8.2627, 8.0972], [-5.0435, -7.7612, 9.2506], [-4.5772, -6.4493, 8.9631], [-4.8520, -6.1988, 7.6452], [-5.7727, -7.4046, 6.1768], [-6.0453, -9.2126, 7.8851], [-4.9870, -8.2763, 10.1950], [-4.0958, -5.7687, 9.6452], [-4.6663, -5.3315, 7.0349]], "forces_ev_per_a": [[0.19, 0.32, -0.02], [0.38, 0.16, 0.20], [-0.31, -0.08, -0.20], [-0.19, -0.01, 0.09], [0.92, 0.55, 0.39], [-0.75, -0.27, -0.29], [1.00, 0.13, -0.10], [-0.35, -0.07, 0.18], [-0.03, -0.18, 0.38], [-0.55, -0.22, 0.10], [-0.42, -0.54, -0.08], [0.06, 0.37, 0.15], [0.56, -0.20, 0.35], [-0.59, 0.07, 0.24], [0.30, 0.12, 0.05], [-0.32, 0.14, -0.12], [0.03, -0.17, -0.26], [-0.20, 0.19, 0.21], [0.08, 0.13, 0.14], [-0.05, 0.11, -0.42], [-0.07, 0.03, 0.03], [-0.03, -0.08, -0.09], [-0.11, -0.23, 0.01], [-0.08, -0.12, -0.05], [-0.02, -0.13, -0.04], [0.17, -0.18, 0.06], [-0.10, -0.05, 0.04], [-0.17, 0.21, 0.01], [-0.26, -0.17, -0.19], [0.09, 0.28, -0.38], [0.23, 0.19, 0.13], [0.08, -0.04, 0.06], [-0.02, -0.06, -0.06], [-0.01, 0.19, -0.20], [-0.07, -0.02, -0.01], [0.05, -0.13, -0.23], [0.18, 0.02, 0.06], [0.00, -0.07, 0.01], [0.07, -0.12, 0.01], [-0.03, -0.04, 0.02], [0.12, -0.08, -0.16], [0.10, -0.07, 0.07], [-0.01, 0.00, 0.02], [0.03, -0.03, 0.00], [-0.01, 0.01, 0.00], [0.01, 0.00, 0.00], [-0.01, -0.06, 0.03], [-0.01, -0.01, -0.02], [0.01, 0.03, -0.01], [0.01, 0.00, 0.01], [0.00, 0.00, 0.01], [-0.03, 0.05, 0.00], [-0.01, 0.04, 0.04], [0.01, 0.00, -0.04], [-0.01, 0.00, -0.01], [0.03, -0.02, 0.04], [0.06, -0.02, -0.04], [0.02, -0.05, 0.00], [-0.01, -0.01, 0.01], [0.00, 0.00, 0.00], [-0.01, 0.04, 0.02], [0.00, -0.01, -0.01], [-0.03, 0.02, 0.00], [0.05, -0.04, 0.01], [0.01, 0.07, 0.04], [0.04, 0.02, -0.01], [0.03, -0.03, 0.00], [0.01, 0.00, 0.00], [-0.02, 0.02, 0.01], [-0.08, -0.03, 0.01], [-0.02, -0.01, 0.00], [-0.01, 0.01, 0.00], [0.00, 0.09, -0.02], [-0.02, 0.00, -0.03], [0.00, -0.03, 0.02], [0.01, 0.03, -0.03], [-0.03, 0.01, 0.02], [0.01, -0.11, -0.02], [0.01, -0.01, 0.00], [0.00, 0.01, 0.00], [0.00, 0.00, 0.01], [0.02, -0.02, -0.01], [0.05, 0.10, 0.08], [-0.02, 0.06, -0.03], [-0.02, 0.01, 0.03], [-0.03, -0.02, 0.00], [0.01, 0.04, 0.00], [0.03, 0.02, -0.15], [0.09, -0.03, 0.00], [0.00, 0.00, 0.00], [0.00, 0.00, 0.00], [0.01, -0.02, 0.00], [0.00, 0.04, 0.03], [-0.06, -0.02, -0.02], [0.00, 0.03, 0.00], [0.01, 0.00, 0.00], [0.00, -0.01, -0.03], [0.00, -0.03, 0.00], [0.05, -0.04, 0.01], [-0.01, 0.00, 0.00], [0.00, 0.00, 0.00], [0.01, 0.00, 0.01], [-0.03, 0.01, 0.00], [0.00, -0.01, -0.03], [-0.01, 0.00, 0.01], [-0.01, 0.01, 0.01], [0.00, 0.00, -0.04], [0.01, 0.00, -0.01], [0.01, -0.01, 0.01], [0.00, 0.00, 0.00], [0.00, 0.00, 0.00], [0.01, 0.00, 0.01]]}

---

# 2
{"formula": "C17H22MnN8O5S", "method": "ωB97M-V/def2-TZVPD", "energy_ev": -82283.3972, "spin_multiplicity": 2, "e_above_lowest_kcal_mol": 30.71, "s2": 0.81, "homo_lumo_gap_ev": [5.237, 5.544], "lumo_ev": [-9.01, -8.39], "total_charge": 2, "max_force_ev_per_a": 5.0, "species": ["Mn", "N", "C", "C", "C", "O", "O", "H", "H", "H", "H", "H", "H", "C", "N", "C", "C", "N", "C", "S", "C", "C", "C", "C", "C", "N", "H", "H", "H", "H", "H", "H", "H", "H", "H", "O", "N", "O", "C", "N", "C", "C", "C", "N", "C", "O", "N", "H", "H", "H", "H", "H", "H", "H"], "xyz": [[-0.7218, 0.2016, 0.5919], [-0.5104, -0.1175, 2.7478], [0.8320, -0.5897, 3.2016], [1.9297, 0.3488, 2.7380], [2.1411, 0.1711, 1.2604], [3.1854, -0.1647, 0.7708], [1.0689, 0.4424, 0.5159], [-0.7821, 0.6515, 3.3551], [-1.1769, -0.8633, 2.9376], [0.9901, -1.5867, 2.7934], [0.8383, -0.6655, 4.2882], [2.8611, 0.1419, 3.2580], [1.6437, 1.3863, 2.9360], [-0.2034, 0.4108, -4.6166], [-0.1389, 1.5320, -3.6785], [0.1750, 2.8407, -4.0097], [0.1413, 3.5568, -2.8875], [-0.1907, 2.6788, -1.8327], [-0.3675, 1.4355, -2.3650], [-0.8187, -0.0452, -1.6705], [-0.3484, 3.1250, -0.4896], [-0.0263, 4.4493, -0.2078], [-0.2540, 4.9651, 1.0488], [-0.8222, 4.1486, 2.0139], [-1.0617, 2.8446, 1.6721], [-0.8081, 2.3068, 0.4599], [-0.0932, 0.8030, -5.6224], [-1.1620, -0.0937, -4.5237], [0.5982, -0.2945, -4.4067], [0.3838, 3.1471, -5.0194], [0.2996, 4.6088, -2.7698], [0.4106, 5.0879, -0.9548], [0.0002, 5.9943, 1.2640], [-1.0563, 4.5064, 3.0060], [-1.4967, 2.1754, 2.3985], [-3.5437, 0.5366, 2.5421], [-3.6195, 0.3233, 1.4029], [-2.8638, 0.2120, 0.4774], [-2.2000, -4.0888, 0.2153], [-0.7606, -3.8759, 0.0158], [0.0449, -4.8894, -0.4279], [1.3619, -4.7107, -0.6328], [1.8859, -3.4139, -0.3533], [1.0846, -2.4371, 0.0851], [-0.1949, -2.6550, 0.2487], [-0.9838, -1.7176, 0.6506], [3.1631, -3.1021, -0.5147], [-2.3893, -5.1564, 0.2701], [-2.7662, -3.6575, -0.6081], [-2.5112, -3.6191, 1.1419], [-0.4474, -5.8348, -0.6073], [1.9850, -5.5163, -0.9912], [3.8408, -3.7846, -0.8075], [3.4544, -2.1523, -0.3106]], "forces_ev_per_a": [[0.76, -1.03, -1.03], [-0.24, 0.11, -0.23], [-0.14, -0.01, 0.01], [-0.15, 0.05, -0.01], [0.49, 0.16, 0.42], [-0.21, -0.09, -0.25], [-0.72, 0.27, 0.00], [-0.03, -0.06, -0.05], [-0.05, 0.09, -0.01], [0.00, -0.04, -0.02], [-0.04, -0.04, 0.02], [0.03, -0.02, -0.02], [0.05, 0.01, 0.05], [0.01, 0.02, 0.03], [0.05, 0.09, -0.22], [-0.06, -0.37, -0.16], [-0.06, -0.07, 0.38], [0.10, 0.16, -0.02], [0.04, 0.28, -0.02], [-0.35, -0.07, 0.51], [0.08, 0.01, -0.06], [0.01, 0.08, -0.03], [0.00, 0.02, 0.03], [0.06, 0.12, -0.02], [-0.13, -0.12, 0.05], [-0.20, -0.32, 0.19], [0.00, 0.01, 0.00], [-0.04, 0.03, -0.01], [0.02, 0.02, 0.01], [0.00, -0.05, -0.02], [0.00, -0.01, 0.05], [-0.01, 0.00, 0.00], [-0.01, -0.01, -0.01], [-0.01, -0.01, -0.02], [-0.07, 0.03, -0.09], [2.26, 0.62, 1.52], [-4.75, -0.99, -1.34], [3.33, 0.80, 0.20], [0.00, 0.07, -0.04], [0.02, -0.15, 0.01], [-0.23, 0.06, 0.06], [0.22, 0.02, -0.02], [-0.02, -0.01, -0.03], [0.18, 0.15, 0.05], [-0.22, 0.01, -0.14], [-0.03, 0.19, 0.17], [0.03, 0.06, 0.01], [0.02, -0.01, -0.01], [0.01, 0.01, -0.01], [0.00, -0.02, 0.04], [-0.01, 0.01, 0.02], [-0.02, 0.00, 0.02], [0.01, 0.02, -0.01], [0.02, -0.07, 0.04]]}

---

# 3
{"formula": "C3H8NO2S", "method": "ωB97M-V/def2-TZVPD", "energy_ev": -19653.5683, "spin_multiplicity": 1, "e_above_lowest_kcal_mol": 28.86, "homo_lumo_gap_ev": 9.999, "lumo_ev": -3.62, "total_charge": 1, "max_force_ev_per_a": 4.6, "smiles": "[NH3+][C@H](CS)C(=O)O", "species": ["N", "C", "C", "S", "C", "O", "O", "H", "H", "H", "H", "H", "H", "H", "H"], "xyz": [[1.4944, -0.2873, 0.1194], [0.0564, 0.2184, 0.5188], [-0.9691, -0.8085, -0.0068], [-1.0213, -2.1542, 1.0609], [-0.0688, 1.5798, -0.2587], [0.8560, 2.1646, -0.6235], [-1.3307, 1.9371, -0.5137], [2.3309, 0.2994, 0.2101], [1.5377, -1.1305, 0.6906], [1.4352, -0.5056, -0.8327], [0.1622, 0.5964, 1.5309], [-2.0467, -0.5675, -0.0212], [-0.5990, -0.9812, -1.0654], [-0.3998, -3.0953, 0.3339], [-1.4373, 2.7344, -1.1425]], "forces_ev_per_a": [[-1.68, 0.16, 1.99], [0.39, 2.92, -1.87], [0.81, 1.13, -1.27], [0.43, -2.80, 1.49], [-3.45, -1.76, 0.24], [3.98, 2.02, -1.18], [-0.77, 0.63, -0.63], [-0.57, 0.42, 0.57], [0.65, -0.44, -0.11], [0.06, -0.78, -1.95], [-0.56, -1.01, 0.58], [0.91, 1.28, -0.35], [-0.96, -0.27, 1.05], [0.00, 0.03, -0.02], [0.76, -1.53, 1.47]]}

---

# 4
{"formula": "C5H6O", "method": "ωB97M-V/def2-TZVPD", "energy_ev": -7326.0784, "spin_multiplicity": 1, "e_above_lowest_kcal_mol": 73.94, "homo_lumo_gap_ev": 9.951, "lumo_ev": 1.01, "max_force_ev_per_a": 0.3, "smiles": "CC=C=C1CO1", "species": ["C", "C", "C", "C", "C", "O", "H", "H", "H", "H", "H", "H"], "xyz": [[-2.4562, 0.0734, 0.0542], [-1.0366, 0.5434, -0.0318], [0.0925, -0.1197, -0.1043], [1.3633, -0.3444, -0.2083], [2.7322, -0.4145, 0.2212], [2.3167, -0.5200, -1.1709], [-2.9926, 0.4555, -0.8233], [-2.5582, -1.0138, 0.0830], [-2.9354, 0.5082, 0.9398], [-0.9211, 1.6282, -0.0711], [3.1651, -1.3181, 0.6401], [3.2304, 0.5219, 0.4716]], "forces_ev_per_a": [[0.01, -0.06, 0.00], [0.17, 0.00, -0.04], [0.11, 0.23, -0.07], [-0.26, 0.14, 0.13], [0.12, -0.02, 0.27], [-0.04, -0.03, -0.20], [-0.01, -0.11, 0.16], [0.10, 0.16, 0.02], [0.02, -0.13, -0.14], [-0.08, -0.04, -0.03], [-0.13, 0.03, -0.05], [0.00, -0.18, -0.05]]}

---

Question: Which formula does entry 1 have?
Answer: C39H57N9O6P